The following is a quantum chemistry calculation of a 11-piece molecular cluster, C74H169N11O11 overall, from the Open Molecules 2025 dataset.

Atoms and positions in Å:
C (4.269, -3.439, 0.445)
C (4.388, -3.738, 1.930)
C (5.898, -3.529, 2.156)
C (6.313, -3.477, 3.595)
C (5.533, -2.371, 4.235)
C (4.008, -2.488, 4.133)
N (3.780, -2.678, 2.698)
O (2.379, -2.726, 2.478)
C (3.437, -3.631, 5.052)
C (3.388, -1.202, 4.628)
C (3.925, -5.199, 2.160)
H (4.256, -2.365, 0.246)
H (3.400, -3.890, -0.026)
H (5.073, -3.947, -0.100)
H (6.410, -4.251, 1.481)
H (6.080, -2.546, 1.694)
H (7.375, -3.259, 3.694)
H (6.091, -4.433, 4.054)
H (5.773, -1.441, 3.726)
H (5.884, -2.229, 5.252)
H (3.855, -4.647, 4.901)
H (3.788, -3.284, 6.024)
H (2.341, -3.673, 5.168)
H (3.629, -0.313, 4.071)
H (2.307, -1.306, 4.505)
H (3.516, -1.082, 5.701)
H (2.889, -5.462, 1.958)
H (4.235, -5.600, 3.133)
H (4.488, -5.778, 1.392)
H (2.162, -3.657, 2.729)
C (-3.848, 4.712, 1.586)
C (-2.620, 5.611, 1.905)
C (-1.370, 5.067, 1.243)
C (-1.282, 5.252, -0.219)
C (-1.431, 6.719, -0.568)
C (-2.740, 7.368, 0.069)
N (-2.728, 7.031, 1.485)
O (-3.918, 7.493, 1.997)
C (-2.488, 8.892, 0.009)
C (-3.932, 6.980, -0.791)
C (-2.393, 5.579, 3.391)
H (-3.892, 4.233, 0.590)
H (-4.782, 5.248, 1.765)
H (-3.794, 3.856, 2.244)
H (-0.550, 5.596, 1.779)
H (-1.221, 4.025, 1.528)
H (-2.015, 4.586, -0.705)
H (-0.354, 4.821, -0.623)
H (-1.441, 6.918, -1.646)
H (-0.529, 7.211, -0.155)
H (-1.610, 9.187, 0.561)
H (-2.381, 9.157, -1.042)
H (-3.326, 9.460, 0.426)
H (-3.921, 7.555, -1.733)
H (-3.909, 5.949, -1.139)
H (-4.834, 7.172, -0.235)
H (-3.204, 5.964, 3.991)
H (-1.471, 6.147, 3.562)
H (-2.165, 4.561, 3.611)
H (-3.602, 8.049, 2.700)
C (-3.789, -6.796, 4.820)
C (-2.552, -5.964, 4.469)
C (-2.525, -6.007, 2.910)
C (-1.598, -5.021, 2.262)
C (-2.080, -3.652, 2.730)
C (-2.130, -3.488, 4.261)
N (-2.911, -4.622, 4.739)
O (-2.928, -4.431, 6.149)
C (-0.688, -3.386, 4.817)
C (-2.858, -2.197, 4.540)
C (-1.267, -6.473, 5.177)
H (-3.718, -6.977, 5.890)
H (-3.577, -7.754, 4.367)
H (-4.691, -6.334, 4.444)
H (-2.328, -7.056, 2.614)
H (-3.539, -5.818, 2.489)
H (-1.749, -5.043, 1.176)
H (-0.523, -5.177, 2.363)
H (-3.112, -3.524, 2.410)
H (-1.536, -2.826, 2.233)
H (-0.346, -2.353, 4.571)
H (-0.618, -3.529, 5.898)
H (-0.101, -4.112, 4.276)
H (-2.766, -1.799, 5.540)
H (-2.501, -1.471, 3.829)
H (-3.870, -2.435, 4.228)
H (-1.495, -7.498, 5.410)
H (-1.044, -5.993, 6.129)
H (-0.477, -6.543, 4.458)
H (-3.812, -4.078, 6.143)
C (-1.384, -7.508, -4.333)
C (-2.259, -6.267, -4.329)
C (-1.507, -5.180, -5.045)
C (-2.388, -4.057, -5.446)
C (-3.460, -4.638, -6.355)
C (-4.351, -5.654, -5.611)
N (-3.481, -6.655, -5.125)
O (-4.187, -7.697, -4.492)
C (-5.268, -4.944, -4.609)
C (-5.293, -6.287, -6.733)
C (-2.590, -5.824, -2.894)
H (-1.686, -8.372, -3.756)
H (-0.396, -7.188, -4.082)
H (-1.427, -7.767, -5.376)
H (-0.708, -4.879, -4.395)
H (-1.136, -5.756, -5.892)
H (-1.854, -3.311, -6.045)
H (-2.771, -3.478, -4.621)
H (-2.980, -5.204, -7.155)
H (-4.079, -3.844, -6.822)
H (-6.061, -5.495, -4.124)
H (-4.704, -4.310, -3.908)
H (-5.711, -4.167, -5.231)
H (-4.654, -6.684, -7.545)
H (-5.922, -7.067, -6.280)
H (-5.993, -5.521, -7.098)
H (-2.768, -4.747, -2.815)
H (-1.646, -6.008, -2.401)
H (-3.396, -6.331, -2.362)
H (-4.616, -7.276, -3.709)
C (0.724, 1.812, 0.476)
C (0.092, 0.430, 0.875)
C (-1.362, 0.447, 0.677)
C (-1.771, 0.330, -0.765)
C (-1.167, -0.932, -1.294)
C (0.336, -1.035, -1.122)
N (0.533, -0.784, 0.296)
O (1.958, -0.890, 0.530)
C (0.688, -2.512, -1.371)
C (1.074, -0.199, -2.129)
C (0.258, 0.293, 2.402)
H (0.907, 2.282, 1.458)
H (-0.037, 2.327, -0.068)
H (1.665, 1.756, -0.099)
H (-1.850, -0.376, 1.181)
H (-1.721, 1.377, 1.122)
H (-1.512, 1.197, -1.415)
H (-2.854, 0.210, -0.799)
H (-1.317, -1.106, -2.370)
H (-1.589, -1.794, -0.777)
H (0.259, -3.157, -0.609)
H (0.236, -2.787, -2.367)
H (1.766, -2.811, -1.470)
H (0.736, -0.506, -3.139)
H (0.733, 0.829, -2.020)
H (2.171, -0.174, -2.046)
H (-0.400, -0.523, 2.701)
H (0.024, 1.226, 2.934)
H (1.318, 0.125, 2.604)
H (2.051, -1.604, 1.222)
C (-1.228, 1.914, -4.364)
C (-2.652, 2.500, -4.716)
C (-2.658, 3.431, -5.910)
C (-2.629, 2.656, -7.237)
C (-3.930, 1.814, -7.253)
C (-3.835, 0.770, -6.125)
N (-3.785, 1.599, -4.918)
O (-3.859, 0.748, -3.771)
C (-5.096, -0.018, -6.138)
C (-2.751, -0.313, -6.254)
C (-2.909, 3.431, -3.580)
H (-0.777, 1.485, -5.243)
H (-1.239, 1.152, -3.606)
H (-0.618, 2.742, -3.993)
H (-3.533, 4.088, -5.876)
H (-1.793, 4.095, -5.816)
H (-1.718, 2.028, -7.315)
H (-2.676, 3.375, -8.059)
H (-4.035, 1.431, -8.263)
H (-4.858, 2.406, -7.184)
H (-5.222, -0.664, -5.265)
H (-5.973, 0.624, -6.173)
H (-5.137, -0.674, -7.056)
H (-2.531, -0.769, -5.289)
H (-3.092, -1.150, -6.837)
H (-1.818, 0.121, -6.627)
H (-2.210, 4.258, -3.610)
H (-2.783, 2.911, -2.623)
H (-3.890, 3.878, -3.663)
H (-4.475, 1.256, -3.217)
C (1.013, 5.720, -3.704)
C (2.288, 5.427, -2.939)
C (3.237, 4.326, -3.489)
O (2.596, 3.072, -3.530)
C (3.200, 2.038, -4.205)
N (2.997, 6.684, -2.714)
H (0.608, 6.600, -3.209)
H (0.280, 4.911, -3.762)
H (1.304, 6.092, -4.713)
H (2.014, 4.973, -1.980)
H (4.059, 4.253, -2.776)
H (3.554, 4.608, -4.503)
H (4.194, 1.690, -3.778)
H (3.300, 2.437, -5.247)
H (2.460, 1.209, -4.313)
H (3.749, 6.666, -2.049)
H (2.352, 7.379, -2.411)
C (4.034, 5.857, 6.573)
C (2.626, 5.845, 6.060)
C (2.145, 4.814, 4.978)
O (2.841, 4.983, 3.776)
C (2.861, 4.006, 2.761)
N (1.556, 5.695, 7.066)
H (4.331, 4.958, 7.102)
H (4.104, 6.732, 7.224)
H (4.719, 6.094, 5.760)
H (2.479, 6.773, 5.514)
H (1.094, 5.054, 4.839)
H (2.183, 3.818, 5.384)
H (1.919, 4.017, 2.187)
H (3.191, 2.994, 3.091)
H (3.582, 4.403, 2.019)
H (1.547, 4.706, 7.313)
H (1.697, 6.223, 7.928)
C (-3.781, 1.688, 4.676)
C (-5.271, 1.338, 4.433)
C (-6.254, 2.066, 5.382)
O (-5.907, 1.795, 6.750)
C (-6.728, 2.461, 7.771)
N (-5.577, 1.700, 3.054)
H (-3.628, 2.666, 4.235)
H (-3.114, 0.975, 4.180)
H (-3.638, 1.712, 5.757)
H (-5.370, 0.274, 4.648)
H (-7.270, 1.673, 5.195)
H (-6.234, 3.167, 5.185)
H (-6.640, 3.576, 7.689)
H (-6.369, 2.191, 8.767)
H (-7.745, 2.122, 7.620)
H (-5.503, 2.698, 2.947)
H (-6.535, 1.436, 2.806)
C (4.189, -1.890, -3.246)
C (5.502, -1.341, -3.828)
C (6.595, -1.403, -2.777)
O (6.723, -2.686, -2.293)
C (7.960, -2.893, -1.670)
N (5.953, -2.030, -5.031)
H (3.753, -1.236, -2.479)
H (4.312, -2.889, -2.847)
H (3.404, -1.969, -4.026)
H (5.305, -0.303, -4.023)
H (6.403, -0.701, -1.965)
H (7.538, -1.079, -3.199)
H (8.128, -2.261, -0.784)
H (8.808, -2.695, -2.353)
H (8.023, -3.912, -1.329)
H (5.443, -1.656, -5.829)
H (5.814, -3.026, -4.997)
C (4.865, 1.704, -0.398)
C (5.223, 0.420, 0.388)
C (6.675, 0.333, 0.940)
O (7.600, 0.526, -0.154)
C (8.945, 0.624, 0.208)
N (4.292, 0.354, 1.466)
H (4.656, 2.582, 0.237)
H (3.969, 1.557, -0.982)
H (5.767, 1.950, -1.009)
H (5.064, -0.434, -0.261)
H (6.882, -0.619, 1.412)
H (6.756, 1.081, 1.707)
H (9.494, 0.720, -0.743)
H (9.395, -0.081, 0.929)
H (9.039, 1.616, 0.656)
H (3.990, -0.618, 1.582)
H (3.424, 0.800, 1.255)

energy relative to the best compared isomer or geometry (same formula, charge and spin): 3.147 eV
highest occupied orbital energy: -8.4 eV
net charge: 0
orbital gap: 0.3252 Eh
E: -118381.160 eV
max |F|: 3.1 eV Å⁻¹
structure (SMILES): CC1(C)CCCC(C)(C)N1O.CC1(C)CCCC(C)(C)N1O.CC1(C)CCCC(C)(C)N1O.CC1(C)CCCC(C)(C)N1O.CC1(C)CCCC(C)(C)N1O.CC1(C)CCCC(C)(C)N1O.COC[C@H](C)N.COC[C@H](C)N.COC[C@H](C)N.COC[C@H](C)N.COC[C@H](C)N

Results of the Mulliken charge analysis, in e, for atoms 1 through 4: C -1.51; C 1.50; C -0.65; C -0.82